Entry 1:
Entry from the Open Molecules 2025 dataset: a single C21H30ClN3O3S molecule (ωB97M-V/def2-TZVPD).

CARTESIAN COORDINATES (ANGSTROEM)
C1 -4.314 -2.932 -0.254
C2 -2.990 -2.199 -0.087
C3 -2.920 -0.924 -0.932
C4 -1.530 -0.281 -0.851
O1 -0.763 -0.349 -1.801
N1 -1.227 0.301 0.322
C5 0.086 0.884 0.571
C6 0.158 2.266 -0.079
C7 1.506 2.985 -0.011
C8 2.717 2.130 -0.416
C9 3.515 1.546 0.750
N2 2.807 0.577 1.580
C10 2.847 -0.767 1.387
O2 2.091 -1.528 1.967
C11 3.896 -1.308 0.465
S1 5.575 -1.321 0.840
C12 5.986 -2.059 -0.664
C13 7.403 -2.409 -0.990
C14 4.877 -2.266 -1.420
C15 3.687 -1.830 -0.770
Cl1 2.134 -1.885 -1.512
C16 1.793 1.068 2.512
C17 0.336 0.850 2.075
N3 -4.006 0.017 -0.653
C18 -4.948 0.384 -1.703
C19 -5.775 1.502 -1.063
C20 -5.700 1.186 0.430
C21 -4.390 0.438 0.576
O3 -3.788 0.240 1.623
H1 -4.320 -3.857 0.321
H2 -5.150 -2.324 0.097
H3 -4.497 -3.187 -1.301
H4 -2.824 -1.957 0.962
H5 -2.161 -2.835 -0.406
H6 -3.029 -1.200 -1.981
H7 -1.934 0.305 1.051
H8 0.802 0.227 0.074
H9 -0.109 2.129 -1.130
H10 -0.617 2.899 0.367
H11 1.444 3.849 -0.675
H12 1.671 3.402 0.987
H13 2.408 1.324 -1.088
H14 3.421 2.746 -0.982
H15 4.414 1.075 0.362
H16 3.841 2.358 1.407
H17 7.456 -2.816 -1.998
H18 8.053 -1.535 -0.941
H19 7.796 -3.158 -0.301
H20 4.889 -2.714 -2.403
H21 1.938 0.558 3.465
H22 2.004 2.124 2.670
H23 -0.291 1.598 2.571
H24 0.023 -0.131 2.431
H25 -4.413 0.712 -2.595
H26 -5.567 -0.478 -1.977
H27 -5.302 2.464 -1.262
H28 -6.791 1.538 -1.451
H29 -5.719 2.055 1.083
H30 -6.499 0.511 0.749

The spin multiplicity is 1. As for the LUMO energy: 0.700 eV. As for the net charge: 0. The value obtained for the HOMO-LUMO gap is 0.342 Ha. The calculation puts the HOMO energy at -8.615 eV.

***

Entry 2:
Entry from the Open Molecules 2025 dataset: a molecular structure, C2H4N2S (ωB97M-V/def2-TZVPD).

CARTESIAN COORDINATES (ANGSTROEM)
C1 1.552 0.117 0.005
C2 -0.369 -0.031 0.292
N1 2.708 0.087 -0.089
N2 -0.960 0.995 -0.471
S1 -0.819 -1.725 -0.076
H1 -0.419 0.109 1.307
H2 -0.413 1.840 -0.378
H3 -0.971 0.877 -1.484
H4 -0.309 -2.271 0.893

The spin multiplicity is 1. As for the LUMO energy: 0.326 eV. As for the net charge: 0. The value obtained for the HOMO-LUMO gap is 0.383 Ha. The calculation puts the HOMO energy at -10.089 eV.

***

Entry 3:
Entry from the Open Molecules 2025 dataset: a molecular structure, C36H30ClCrN7OS2 (ωB97M-V/def2-TZVPD).

CARTESIAN COORDINATES (ANGSTROEM)
Cr1 -0.481 -0.993 -0.493
Cl1 3.190 -2.367 5.614
C1 2.088 -2.150 4.294
C2 0.831 -2.759 4.335
C3 -0.055 -2.590 3.297
C4 0.287 -1.820 2.173
O1 -0.606 -1.688 1.214
C5 1.556 -1.217 2.135
C6 2.033 -0.426 1.027
N1 1.434 -0.213 -0.092
C7 2.246 0.426 -1.092
C8 3.492 -0.071 -1.370
C9 4.303 0.489 -2.384
C10 3.855 1.551 -3.109
C11 2.598 2.132 -2.805
C12 2.124 3.291 -3.465
C13 0.946 3.850 -3.076
C14 0.233 3.240 -2.018
N2 0.625 2.159 -1.401
C15 1.791 1.588 -1.784
C16 2.443 -1.384 3.214
H1 0.562 -3.362 5.191
H2 -1.036 -3.044 3.323
H3 3.027 0.006 1.159
H4 3.867 -0.915 -0.805
H5 5.276 0.058 -2.580
H6 4.460 1.986 -3.894
H7 2.720 3.728 -4.257
H8 0.564 4.749 -3.540
H9 -0.703 3.676 -1.674
H10 3.414 -0.907 3.187
S1 -3.892 1.347 1.151
C17 -2.491 2.259 1.519
C18 -1.358 1.723 0.981
C19 -1.599 0.531 0.230
C20 -2.942 0.230 0.257
C21 -3.419 -0.996 -0.364
C22 -4.748 -1.400 -0.466
C23 -5.044 -2.561 -1.150
C24 -4.019 -3.294 -1.738
C25 -2.726 -2.838 -1.586
N3 -2.425 -1.736 -0.895
H11 -2.581 3.152 2.118
H12 -0.385 2.171 1.107
H13 -5.529 -0.797 -0.023
H14 -6.071 -2.890 -1.240
H15 -4.215 -4.194 -2.302
H16 -1.889 -3.362 -2.032
C26 -2.580 1.929 -4.464
C27 -1.629 0.884 -3.995
C28 -0.696 0.119 -4.671
C29 -0.058 -0.660 -3.701
N4 -0.561 -0.383 -2.494
N5 -1.529 0.539 -2.708
C30 1.038 -1.642 -3.926
H17 -2.652 1.906 -5.549
H18 -2.241 2.922 -4.168
H19 -3.576 1.771 -4.050
H20 -0.504 0.118 -5.730
H21 -1.999 0.922 -1.896
H22 1.146 -1.826 -4.993
H23 0.836 -2.591 -3.432
H24 1.987 -1.252 -3.553
N6 3.848 -6.901 -0.368
C31 2.834 -6.542 0.436
S2 2.474 -7.301 1.838
C32 2.066 -5.337 -0.028
C33 0.718 -5.209 0.282
C34 0.045 -4.068 -0.099
N7 0.620 -3.052 -0.759
C35 1.909 -3.190 -1.069
C36 2.664 -4.300 -0.730
H25 4.399 -7.702 -0.107
H26 3.953 -6.529 -1.296
H27 0.217 -5.989 0.837
H28 -0.990 -3.933 0.183
H29 2.359 -2.371 -1.609
H30 3.718 -4.305 -0.977

The spin multiplicity is 2. As for the LUMO energy (spin up / spin down): -3.142 / -2.972 eV. As for the net charge: +1. The value obtained for the HOMO-LUMO gap (spin up / spin down) is 0.263 / 0.269 Ha. The calculation puts the HOMO energy (spin up / spin down) at -10.309 / -10.305 eV.

***

Entry 4:
Entry from the Open Molecules 2025 dataset: a single C5H8N2O molecule (ωB97M-V/def2-TZVPD).

CARTESIAN COORDINATES (ANGSTROEM)
C1 1.659 1.921 -0.590
C2 1.106 0.962 -0.122
C3 0.876 -0.391 0.352
C4 2.111 -1.283 0.398
N1 -0.096 -1.050 -0.592
C5 -1.356 -0.744 -0.753
N2 -2.261 -0.004 0.015
O1 -1.613 0.852 0.817
H1 2.031 3.001 -0.615
H2 0.456 -0.344 1.458
H3 3.014 -0.742 0.936
H4 2.547 -1.391 -0.618
H5 1.800 -2.167 0.969
H6 -1.998 -1.483 -1.395
H7 -3.039 0.515 -0.580
H8 -1.784 0.380 1.634

The spin multiplicity is 1. As for the LUMO energy: 0.702 eV. As for the net charge: 0. The value obtained for the HOMO-LUMO gap is 0.362 Ha. The calculation puts the HOMO energy at -9.143 eV.

***

Entry 5:
Entry from the Open Molecules 2025 dataset: a single C5H7NO molecule (ωB97M-V/def2-TZVPD).

CARTESIAN COORDINATES (ANGSTROEM)
C1 0.578 1.775 -0.514
C2 -0.084 0.415 -0.378
C3 0.785 -0.823 -0.426
C4 0.103 -1.825 0.135
N1 -1.131 -1.352 0.642
C5 -0.935 0.038 0.838
O1 -1.311 0.682 1.780
H1 1.063 1.810 -1.500
H2 1.340 1.962 0.246
H3 -0.156 2.588 -0.483
H4 -0.817 0.323 -1.199
H5 1.808 -0.843 -0.767
H6 0.386 -2.860 0.293
H7 -1.630 -1.890 1.332

The spin multiplicity is 1. As for the LUMO energy: 0.988 eV. As for the net charge: 0. The value obtained for the HOMO-LUMO gap is 0.357 Ha. The calculation puts the HOMO energy at -8.717 eV.

***

Entry 6:
Entry from the Open Molecules 2025 dataset: 5 unconnected molecules or ions with the total composition C35H77IN7O11Si (ωB97M-V/def2-TZVPD).

CARTESIAN COORDINATES (ANGSTROEM)
C1 4.912 1.189 6.710
C2 4.072 1.425 5.467
C3 4.746 2.189 4.275
I1 6.746 2.906 4.696
N1 4.915 1.332 3.104
C4 4.006 1.115 2.181
N2 4.299 0.256 1.194
C5 3.643 0.465 -0.101
O1 4.417 1.340 -0.871
C6 3.681 -0.932 -0.764
O2 5.077 -1.267 -0.838
C7 5.496 -1.651 -2.142
C8 2.187 0.941 0.097
C9 1.510 1.230 -1.250
O3 0.990 0.057 -1.851
C10 1.173 0.052 -3.242
O4 0.486 -0.993 -3.812
C11 1.066 -2.248 -3.476
C12 0.006 -3.323 -3.574
O5 0.614 -4.587 -3.332
O6 1.601 -0.221 0.697
C13 0.194 -0.160 0.978
C14 -0.521 -1.359 0.414
C15 0.275 -2.640 0.709
C16 -1.939 -1.455 0.978
C17 -2.797 -0.244 0.638
C18 -4.204 -0.434 1.234
C19 -2.857 0.058 -0.868
C20 2.119 2.114 1.058
Si1 2.784 3.848 0.532
C21 3.027 4.182 -1.298
C22 4.408 4.337 1.375
C23 1.536 5.138 1.131
N3 2.799 1.759 2.332
O7 1.910 1.086 3.208
H1 5.204 2.106 7.200
H2 5.755 0.539 6.522
H3 4.282 0.658 7.418
H4 3.769 0.468 5.074
H5 3.215 2.016 5.760
H6 4.155 3.054 4.037
H7 5.810 0.864 3.022
H8 5.308 0.248 1.057
H9 4.388 1.040 -1.791
H10 3.218 -1.679 -0.136
H11 3.293 -0.904 -1.773
H12 4.934 -2.506 -2.510
H13 6.541 -1.911 -2.070
H14 5.413 -0.799 -2.819
H15 0.683 1.924 -1.079
H16 2.175 1.721 -1.948
H17 0.821 0.970 -3.716
H18 2.242 -0.048 -3.499
H19 1.447 -2.274 -2.454
H20 1.884 -2.477 -4.162
H21 -0.732 -3.149 -2.793
H22 -0.437 -3.345 -4.558
H23 0.965 -4.585 -2.430
H24 0.067 -0.224 2.059
H25 -0.282 0.766 0.672
H26 -0.619 -1.293 -0.664
H27 0.819 -2.507 1.642
H28 -0.417 -3.461 0.863
H29 0.960 -2.886 -0.093
H30 -1.833 -1.509 2.063
H31 -2.391 -2.383 0.644
H32 -2.369 0.623 1.140
H33 -4.801 -0.981 0.517
H34 -4.637 0.538 1.428
H35 -4.111 -0.995 2.150
H36 -3.825 0.422 -1.177
H37 -2.076 0.774 -1.110
H38 -2.584 -0.843 -1.409
H39 1.105 2.312 1.372
H40 2.173 3.888 -1.897
H41 3.075 5.262 -1.402
H42 3.941 3.792 -1.726
H43 4.739 5.222 0.843
H44 4.245 4.642 2.403
H45 5.190 3.591 1.271
H46 0.548 4.987 0.709
H47 1.430 5.005 2.206
H48 1.901 6.142 0.955
H49 2.176 0.152 3.267
C24 -3.462 -4.278 4.097
C25 -4.043 -4.427 2.709
O8 -4.368 -3.451 2.041
N4 -4.195 -5.680 2.225
C26 -3.875 -6.935 2.877
H50 -3.406 -3.221 4.339
H51 -4.096 -4.771 4.835
H52 -2.457 -4.702 4.142
H53 -4.579 -5.712 1.287
H54 -3.141 -7.480 2.281
H55 -4.775 -7.546 2.956
H56 -3.471 -6.773 3.871
C27 -5.747 -3.510 -1.626
C28 -4.954 -4.792 -1.668
O9 -4.721 -5.434 -0.654
N5 -4.498 -5.219 -2.871
C29 -4.673 -4.596 -4.171
H57 -6.028 -3.313 -0.596
H58 -5.145 -2.675 -1.990
H59 -6.651 -3.597 -2.229
H60 -3.978 -6.081 -2.822
H61 -5.192 -5.283 -4.840
H62 -3.697 -4.366 -4.601
H63 -5.248 -3.680 -4.091
C30 -1.195 3.244 2.681
C31 -2.298 4.265 2.528
O10 -2.843 4.453 1.454
N6 -2.662 4.968 3.630
C32 -2.129 4.876 4.977
H64 -1.025 2.773 1.716
H65 -0.273 3.731 3.002
H66 -1.478 2.474 3.400
H67 -3.402 5.630 3.455
H68 -2.926 4.605 5.670
H69 -1.724 5.843 5.279
H70 -1.342 4.131 5.037
C33 -2.404 2.952 -8.091
C34 -1.820 3.414 -6.778
O11 -1.908 4.568 -6.397
N7 -1.176 2.487 -6.014
C35 -0.962 1.076 -6.287
H71 -2.878 3.800 -8.575
H72 -1.622 2.567 -8.746
H73 -3.155 2.179 -7.927
H74 -0.814 2.866 -5.154
H75 -1.415 0.487 -5.487
H76 0.111 0.875 -6.305
H77 -1.393 0.787 -7.239

The spin multiplicity is 1. As for the LUMO energy: -3.238 eV. As for the net charge: +1. The value obtained for the HOMO-LUMO gap is 0.265 Ha. The calculation puts the HOMO energy at -10.445 eV.

***

What electronic energy values result from the calculations? In sequence: -2066.6580; -586.2214; -4149.2941; -379.8736; -324.7022; -3177.6643 hartree.